Formula: C37H51N9O4
Source: the OMol25 dataset
Level of theory: ωB97M-V with the def2-TZVPD basis set

Bonds (Å) are listed after each position.
Geometry (Å):
1 C 2.11 1.22 5.98  C2 1.534, H11 1.092, H12 1.090, H13 1.090
2 C 1.49 0.04 5.22  C1 1.534, O3 1.418, H14 1.098, H15 1.093
3 O 0.07 0.00 5.22  C2 1.418, C4 1.418
4 C -0.45 -0.10 6.53  O3 1.418, C5 1.529, H16 1.095, H17 1.094
5 C -1.89 -0.63 6.41  C4 1.529, O6 1.431, H18 1.094, H19 1.090
6 O -2.84 0.44 6.53  C5 1.431, N7 1.415
7 N -3.72 0.37 5.43  O6 1.415, C8 1.431, H20 1.023
8 C -4.89 1.13 5.75  N7 1.431, O9 1.144, O10 1.354
9 O -5.93 0.77 5.43  C8 1.144
10 O -4.74 2.28 6.44  C8 1.354, H21 0.968
11 H 3.01 1.54 5.45  C1 1.092
12 H 2.43 0.96 6.99  C1 1.090
13 H 1.46 2.10 6.03  C1 1.090
14 H 1.97 -0.88 5.56  C2 1.098
15 H 1.79 0.16 4.17  C2 1.093
16 H 0.09 -0.81 7.17  C4 1.095
17 H -0.52 0.89 6.98  C4 1.094
18 H -2.08 -1.36 7.20  C5 1.094
19 H -2.05 -1.12 5.46  C5 1.090
20 H -3.26 0.79 4.62  N7 1.023
21 H -4.14 2.85 5.94  O10 0.968
22 C 0.48 -3.00 0.73  C23 1.420, C26 1.368, H27 1.077
23 C -0.57 -3.49 1.55  C22 1.420, C24 1.369, H28 1.077
24 C -0.68 -2.64 2.62  C23 1.369, N25 1.370, H29 1.077
25 N 0.27 -1.66 2.48  C24 1.370, C26 1.369, H30 1.007
26 C 0.98 -1.87 1.33  C22 1.368, N25 1.369, H31 1.078
27 H 0.83 -3.42 -0.20  C22 1.077
28 H -1.18 -4.36 1.37  C23 1.077
29 H -1.34 -2.65 3.47  C24 1.077
30 H 0.43 -0.91 3.13  N25 1.007
31 H 1.77 -1.21 1.03  C26 1.078
32 C -8.01 2.60 8.46  C33 1.422, C36 1.370, H37 1.077
33 C -9.15 2.55 9.31  C32 1.422, C34 1.369, H38 1.078
34 C -9.72 1.32 9.13  C33 1.369, N35 1.369, H39 1.077
35 N -8.98 0.63 8.21  C34 1.369, C36 1.369, H40 1.004
36 C -7.93 1.41 7.80  C32 1.370, N35 1.369, H41 1.079
37 H -7.32 3.43 8.35  C32 1.077
38 H -9.50 3.32 9.97  C33 1.078
39 H -10.60 0.87 9.58  C34 1.077
40 H -9.17 -0.30 7.88  N35 1.004
41 H -7.22 1.04 7.07  C36 1.079
42 C 1.06 -3.22 -5.28  C43 1.420, C46 1.370, H47 1.077
43 C 1.28 -2.15 -4.37  C42 1.420, C44 1.368, H48 1.077
44 C 1.33 -2.68 -3.12  C43 1.368, N45 1.369, H49 1.077
45 N 1.15 -4.04 -3.23  C44 1.369, C46 1.367, H50 1.004
46 C 0.99 -4.37 -4.54  C42 1.370, N45 1.367, H51 1.077
47 H 0.97 -3.15 -6.35  C42 1.077
48 H 1.38 -1.10 -4.62  C43 1.077
49 H 1.47 -2.22 -2.15  C44 1.077
50 H 1.13 -4.68 -2.46  N45 1.004
51 H 0.84 -5.40 -4.84  C46 1.077
52 C 3.95 1.35 -1.90  C53 1.421, C56 1.369, H57 1.077
53 C 4.17 2.43 -1.00  C52 1.421, C54 1.369, H58 1.077
54 C 4.23 1.90 0.26  C53 1.369, N55 1.370, H59 1.077
55 N 4.05 0.55 0.16  C54 1.370, C56 1.370, H60 1.004
56 C 3.89 0.20 -1.16  C52 1.369, N55 1.370, H61 1.078
57 H 3.86 1.41 -2.98  C52 1.077
58 H 4.27 3.47 -1.25  C53 1.077
59 H 4.38 2.37 1.22  C54 1.077
60 H 4.05 -0.10 0.93  N55 1.004
61 H 3.74 -0.82 -1.45  C56 1.078
62 C 3.68 6.23 5.74  C63 1.421, C66 1.369, H67 1.077
63 C 2.72 5.58 4.92  C62 1.421, C64 1.369, H68 1.078
64 C 3.37 4.61 4.22  C63 1.369, N65 1.369, H69 1.078
65 N 4.69 4.64 4.59  C64 1.369, C66 1.369, H70 1.004
66 C 4.88 5.63 5.52  C62 1.369, N65 1.369, H71 1.077
67 H 3.50 7.05 6.42  C62 1.077
68 H 1.66 5.81 4.85  C63 1.078
69 H 3.02 3.89 3.50  C64 1.078
70 H 5.41 4.04 4.23  N65 1.004
71 H 5.86 5.82 5.94  C66 1.077
72 C 2.87 -3.17 -10.39  C73 1.422, C76 1.369, H77 1.078
73 C 2.83 -4.53 -10.80  C72 1.422, C74 1.370, H78 1.078
74 C 2.26 -5.25 -9.78  C73 1.370, N75 1.367, H79 1.077
75 N 1.96 -4.38 -8.77  C74 1.367, C76 1.368, H80 1.004
76 C 2.32 -3.11 -9.14  C72 1.369, N75 1.368, H81 1.077
77 H 3.25 -2.34 -10.95  C72 1.078
78 H 3.17 -4.94 -11.74  C73 1.078
79 H 2.04 -6.30 -9.69  C74 1.077
80 H 1.54 -4.63 -7.90  N75 1.004
81 H 2.16 -2.28 -8.47  C76 1.077
82 C 0.88 -0.77 -14.78  C83 1.420, C86 1.370, H87 1.078
83 C -0.09 -0.47 -13.79  C82 1.420, C84 1.370, H88 1.078
84 C 0.00 -1.43 -12.82  C83 1.370, N85 1.367, H89 1.077
85 N 0.99 -2.30 -13.18  C84 1.367, C86 1.368, H90 1.006
86 C 1.54 -1.90 -14.37  C82 1.370, N85 1.368, H91 1.077
87 H 1.08 -0.22 -15.69  C82 1.078
88 H -0.79 0.36 -13.80  C83 1.078
89 H -0.55 -1.56 -11.90  C84 1.077
90 H 1.28 -3.10 -12.65  N85 1.006
91 H 2.34 -2.46 -14.83  C86 1.077
92 C -1.12 2.55 -0.41  C93 1.420, C96 1.370, H97 1.077
93 C -2.10 2.86 0.57  C92 1.420, C94 1.370, H98 1.078
94 C -2.01 1.91 1.55  C93 1.370, N95 1.368, H99 1.077
95 N -1.02 1.04 1.20  C94 1.368, C96 1.368, H100 1.006
96 C -0.47 1.42 0.01  C92 1.370, N95 1.368, H101 1.078
97 H -0.91 3.09 -1.32  C92 1.077
98 H -2.79 3.69 0.55  C93 1.078
99 H -2.57 1.78 2.46  C94 1.077
100 H -0.74 0.23 1.74  N95 1.006
101 H 0.34 0.86 -0.43  C96 1.078

Values from the calculation:
2S+1: 1
Strongest force on any atom in eV/A: 4.93
SMILES: CCOCCONC(=O)O.c1cc[nH]c1.c1cc[nH]c1.c1cc[nH]c1.c1cc[nH]c1.c1cc[nH]c1.c1cc[nH]c1.c1cc[nH]c1.c1cc[nH]c1
E_LUMO in eV: 0.0
Frontier orbital gap in eV: 7.916
M in g mol⁻¹: 685.87